1.
Entry from the Open Molecules 2025 dataset: C4H4InO2 as an isolated structure in a non-equilibrium geometry (wB97M-V/def2-TZVPD).

Cartesian coordinates (Å):
O  -2.921  0.633  -0.077
C  -2.172  -0.304  -0.153
C  -0.948  -0.036  -0.592
C  0.408  -0.510  -0.540
C  1.455  0.418  -0.016
H  0.707  -1.262  -1.274
H  2.460  0.290  -0.418
H  1.162  1.391  0.381
H  -1.841  1.366  -0.560
In  0.705  -1.297  2.498
O  0.984  -0.691  0.751

Its total energy is -492.75411 a.u. Its expectation value of S² is 1.469. The energy above the lowest of the compared OMol25 structures with the same formula, charge and spin is 189.5 kcal/mol. As for the multiplicity: 2. Its frontier orbital gap (alpha / beta) is 0.1864 / 0.2722 Ha. Its HOMO energy (alpha / beta) is -29.729 / -32.139 eV. Its total charge is +4.

***

2.
Entry from the Open Molecules 2025 dataset: C10H16N2 in the gas phase in a non-equilibrium geometry (wB97M-V/def2-TZVPD).

Cartesian coordinates (Å):
C  -2.465  0.152  -0.261
C  -1.090  -0.464  0.247
C  -1.135  -2.054  0.385
C  0.182  0.277  -0.402
C  0.285  -0.128  -1.866
C  -0.151  1.773  -0.528
C  1.484  0.085  0.508
C  1.284  0.640  1.977
C  2.712  0.730  -0.156
N  3.706  1.075  -0.740
C  2.000  -1.281  0.532
N  2.379  -2.396  0.643
H  -2.662  1.235  0.084
H  -3.328  -0.428  0.001
H  -2.421  0.221  -1.369
H  -1.155  -0.130  1.238
H  -0.625  -2.519  1.253
H  -0.752  -2.487  -0.531
H  -2.234  -2.159  0.344
H  0.603  -1.160  -1.950
H  -0.652  -0.101  -2.430
H  1.064  0.368  -2.392
H  -0.487  2.193  0.444
H  -0.858  1.839  -1.384
H  0.737  2.371  -0.777
H  2.174  0.712  2.614
H  0.599  0.013  2.586
H  0.805  1.624  1.931

Its total energy is -500.07180 a.u. The energy above the lowest of the compared OMol25 structures with the same formula, charge and spin is 30.1 kcal/mol. Its frontier orbital gap is 0.4362 Ha. Its HOMO energy is -11.314 eV.

***

3.
Entry from the Open Molecules 2025 dataset: C36H52BN8OS3Sr as an isolated structure in a non-equilibrium geometry (wB97M-V/def2-TZVPD).

Cartesian coordinates (Å):
Sr  0.319  0.663  0.191
C  -1.308  1.265  3.080
N  -0.160  1.769  2.337
C  -0.793  2.635  1.155
C  0.225  3.356  0.008
N  0.611  2.571  -1.231
C  -0.580  2.253  -1.991
C  1.811  2.930  -1.935
C  1.938  4.248  -2.367
C  3.068  4.686  -3.032
C  4.084  3.760  -3.264
C  3.958  2.452  -2.844
C  2.821  1.966  -2.158
S  2.766  0.287  -1.683
C  0.859  2.586  2.929
C  0.488  3.797  3.524
C  1.402  4.746  3.927
C  2.747  4.474  3.698
C  3.124  3.291  3.108
C  2.222  2.281  2.683
S  2.795  0.843  1.916
H  -1.773  2.036  3.709
H  -1.038  0.402  3.683
H  -2.045  0.946  2.342
H  -1.371  3.448  1.589
H  -1.489  1.962  0.653
H  1.124  3.662  0.541
H  -0.359  4.231  -0.300
H  -1.044  3.181  -2.361
H  -1.310  1.771  -1.346
H  -0.390  1.570  -2.812
H  1.124  4.939  -2.168
H  3.158  5.714  -3.355
H  4.990  4.063  -3.777
H  4.761  1.750  -3.026
H  -0.572  3.988  3.675
H  1.078  5.669  4.390
H  3.510  5.191  3.980
H  4.176  3.101  2.932
C  2.726  -2.486  3.000
C  1.395  -2.349  3.752
C  1.258  -1.041  4.530
C  0.190  -2.635  2.891
C  -0.770  -3.601  3.234
C  -1.670  -3.582  2.203
N  -1.276  -2.654  1.311
N  -0.120  -2.054  1.718
B  -2.094  -2.483  0.016
N  -1.348  -2.580  -1.317
C  -1.771  -3.437  -2.266
C  -0.958  -3.300  -3.361
C  -0.028  -2.309  -2.993
N  -0.267  -1.879  -1.749
C  1.125  -1.836  -3.834
C  0.857  -0.474  -4.468
C  1.463  -2.847  -4.930
N  -3.084  -1.276  0.058
C  -4.408  -1.425  0.206
C  -5.017  -0.202  0.059
C  -3.956  0.678  -0.198
N  -2.793  0.016  -0.191
C  -4.022  2.159  -0.448
C  -4.793  2.462  -1.733
C  -4.631  2.901  0.747
H  3.494  -1.859  3.452
H  3.072  -3.523  3.029
H  2.634  -2.203  1.955
H  1.367  -3.148  4.503
H  1.320  -0.186  3.861
H  0.311  -1.017  5.076
H  2.071  -0.948  5.253
H  -0.771  -4.230  4.108
H  -2.554  -4.169  2.022
H  -2.844  -3.430  0.020
H  -2.609  -4.086  -2.079
H  -1.012  -3.845  -4.288
H  1.991  -1.725  -3.179
H  -0.083  -0.479  -5.029
H  0.830  0.288  -3.696
H  1.668  -0.205  -5.148
H  0.666  -2.904  -5.679
H  2.375  -2.540  -5.444
H  1.621  -3.851  -4.533
H  -4.827  -2.401  0.388
H  -6.070  0.017  0.116
H  -3.002  2.516  -0.585
H  -5.835  2.149  -1.631
H  -4.784  3.532  -1.952
H  -4.365  1.929  -2.583
H  -5.722  2.843  0.721
H  -4.298  2.471  1.692
H  -4.359  3.959  0.733
C  1.862  -5.421  0.955
S  1.343  -4.223  -0.299
C  1.781  -5.244  -1.728
O  2.330  -3.122  -0.259
H  1.398  -6.389  0.766
H  1.532  -5.031  1.915
H  2.950  -5.492  0.929
H  1.403  -6.258  -1.599
H  2.867  -5.238  -1.822
H  1.318  -4.784  -2.597

Its total energy is -3166.57306 a.u. The energy above the lowest of the compared OMol25 structures with the same formula, charge and spin is 84.1 kcal/mol. Its frontier orbital gap is 0.2114 Ha. Its HOMO energy is -3.580 eV. Its total charge is -1.

***

4.
Entry from the Open Molecules 2025 dataset: C2H5NS as an isolated structure in a non-equilibrium geometry (wB97M-V/def2-TZVPD).

Cartesian coordinates (Å):
C  -1.358  0.017  -0.231
C  0.000  -0.503  -0.034
H  -1.863  -0.056  0.695
H  -1.502  1.006  -0.117
H  -1.996  -0.239  -0.990
H  0.018  -1.476  0.373
H  3.119  1.112  0.826
N  0.914  0.314  -0.295
S  2.669  -0.174  -0.228

Its total energy is -532.02674 a.u. The energy above the lowest of the compared OMol25 structures with the same formula, charge and spin is 72.7 kcal/mol. Its frontier orbital gap is 0.3323 Ha. Its HOMO energy is -8.807 eV.

***

5.
Entry from the Open Molecules 2025 dataset: C32H36KN7 as an isolated structure (wB97M-V/def2-TZVPD).

Cartesian coordinates (Å):
K  -0.028  -0.362  0.346
N  -2.510  -4.187  0.181
C  -2.292  -3.713  1.460
C  -2.726  -4.505  2.539
C  -2.540  -4.041  3.820
C  -1.923  -2.808  4.013
C  -1.520  -2.117  2.888
N  -1.691  -2.544  1.640
C  -2.214  -3.616  -1.054
C  -2.594  -4.318  -2.205
C  -2.305  -3.768  -3.436
C  -1.654  -2.542  -3.493
C  -1.323  -1.930  -2.299
N  -1.592  -2.449  -1.102
H  -2.990  -5.067  0.133
H  -3.196  -5.464  2.356
H  -2.867  -4.633  4.665
H  -1.760  -2.405  5.003
H  -1.014  -1.162  2.973
H  -3.097  -5.274  -2.123
H  -2.583  -4.290  -4.343
H  -1.399  -2.078  -4.435
H  -0.806  -0.979  -2.278
C  1.887  -1.163  3.405
N  1.829  -0.009  2.519
C  3.037  0.035  1.697
C  1.639  1.228  3.267
C  0.171  1.495  3.598
N  -0.675  1.685  2.422
C  -2.083  1.618  2.788
C  -0.411  2.963  1.772
H  2.802  -1.162  4.019
H  1.873  -2.083  2.818
H  1.030  -1.178  4.079
H  3.952  0.073  2.309
H  3.016  0.908  1.048
H  3.076  -0.846  1.056
H  2.034  2.051  2.671
H  2.200  1.216  4.215
H  0.118  2.369  4.270
H  -0.224  0.639  4.152
H  -2.366  2.411  3.498
H  -2.313  0.656  3.247
H  -2.700  1.726  1.895
H  -0.686  3.815  2.414
H  -0.983  3.031  0.845
H  0.644  3.057  1.520
N  -5.307  4.270  -1.621
C  -4.310  3.771  -1.900
C  -3.069  3.154  -2.232
C  -2.287  3.608  -3.297
C  -1.093  2.965  -3.555
C  -0.707  1.906  -2.745
N  -1.446  1.469  -1.724
C  -2.599  2.073  -1.483
H  -2.624  4.447  -3.890
H  -0.454  3.279  -4.369
H  0.235  1.388  -2.897
H  -3.193  1.689  -0.659
C  4.167  3.189  -2.277
C  3.008  3.227  -1.476
C  2.271  2.088  -1.285
C  2.632  0.842  -1.863
C  1.845  -0.332  -1.610
C  2.259  -1.461  -2.296
C  3.378  -1.493  -3.161
C  4.135  -0.372  -3.360
C  3.783  0.833  -2.710
C  4.537  2.020  -2.883
H  4.755  4.088  -2.415
H  2.707  4.162  -1.017
H  1.370  2.120  -0.678
H  1.712  -2.397  -2.166
H  3.638  -2.417  -3.671
H  4.997  -0.385  -4.018
H  5.419  1.988  -3.515

Its total energy is -2224.17858 a.u. The energy above the lowest of the compared OMol25 structures with the same formula, charge and spin is 3.7 kcal/mol. Its frontier orbital gap is 0.2354 Ha. Its HOMO energy is -6.253 eV.

***

6.
Entry from the Open Molecules 2025 dataset: a 40-piece molecular cluster, H80O40 overall in a non-equilibrium geometry (wB97M-V/def2-TZVPD).

Cartesian coordinates (Å):
H  -3.808  -0.180  -1.454
H  -4.191  -0.461  0.049
O  -4.511  -0.537  -0.885
H  -3.053  -3.244  -2.383
H  -4.492  -3.903  -2.656
O  -3.657  -4.075  -2.283
H  0.623  -0.435  -1.500
H  1.696  0.504  -1.963
O  1.369  0.035  -1.130
H  3.615  2.989  -2.687
H  2.402  4.088  -2.613
O  2.925  3.499  -3.181
H  5.938  2.337  -2.115
H  4.704  1.293  -1.869
O  5.118  2.087  -1.700
H  -4.134  -3.975  0.958
O  -3.200  -3.916  1.035
H  3.529  -1.839  -3.718
O  3.595  -0.921  -4.210
H  -0.447  -1.083  -5.782
H  0.907  -1.733  -6.259
O  0.113  -1.163  -6.542
H  -3.720  3.136  -0.510
H  -2.919  3.227  -1.728
O  -3.358  2.564  -1.245
H  1.357  -3.057  -3.415
H  0.787  -1.708  -4.187
O  1.179  -2.574  -4.202
H  -2.726  -3.875  4.467
H  -1.576  -3.363  3.785
O  -2.523  -3.502  3.604
H  -1.089  -5.291  2.794
O  -0.110  -5.216  3.082
H  -0.191  1.088  5.279
H  0.314  -0.243  5.748
O  -0.308  0.506  6.011
H  -1.861  -3.350  -0.151
H  -2.125  -1.941  -0.569
O  -1.362  -2.549  -0.373
H  3.581  -2.467  -0.615
H  4.942  -2.605  -1.298
O  4.318  -1.987  -0.983
H  -2.299  -0.359  -0.256
H  -2.469  1.261  -0.780
O  -2.003  0.477  -0.556
H  -1.438  4.123  3.363
H  -0.537  3.387  4.132
O  -1.299  3.157  3.569
H  -5.067  1.351  -3.304
H  -4.566  2.985  -3.352
O  -4.665  2.103  -3.631
H  2.973  0.168  3.629
O  3.179  0.624  4.492
H  0.867  5.605  -2.967
H  -0.020  4.626  -2.074
O  0.150  5.506  -2.377
H  2.785  3.142  3.895
O  2.219  3.113  4.703
H  -3.912  0.324  2.609
H  -4.914  0.458  1.471
O  -3.978  0.216  1.688
H  -1.614  -0.200  4.354
H  -2.258  -0.348  2.906
O  -2.016  -0.777  3.669
H  -4.461  2.843  2.146
H  -2.904  2.826  1.741
O  -3.677  3.328  1.770
H  3.831  -3.233  2.001
H  5.185  -3.195  2.647
O  4.566  -2.573  2.262
H  3.145  -0.875  0.643
H  4.015  -0.771  1.923
O  3.099  -0.741  1.546
H  3.204  1.412  2.102
H  3.490  1.916  0.893
O  2.893  2.148  1.600
H  -1.430  1.422  -5.597
H  -2.584  1.148  -4.803
O  -1.877  0.639  -5.241
H  1.179  -4.523  -2.539
H  0.460  -3.504  -1.628
O  1.320  -3.720  -1.969
H  0.318  -2.094  0.758
H  1.567  -1.445  1.840
O  0.534  -1.478  1.508
H  -4.094  -1.432  5.467
H  -3.324  -2.149  4.402
O  -4.189  -2.090  4.797
H  -0.407  5.430  0.792
O  -1.104  5.282  0.196
H  4.163  5.030  2.510
H  3.893  3.562  1.982
O  4.169  4.139  2.655
H  2.339  1.148  4.503
H  -2.985  -3.717  1.927
H  2.462  4.083  4.865
H  4.199  -1.259  -4.879
H  0.442  -5.791  2.554
H  -0.597  4.971  -0.500
O  -4.298  -2.427  -4.289
H  -3.972  -3.240  -4.590
H  -4.975  -2.662  -3.617
O  0.493  1.867  0.492
H  0.913  2.313  1.227
H  0.158  0.921  0.664
O  -0.525  -0.128  -3.011
H  -1.299  -0.001  -2.516
H  -0.538  0.582  -3.677
O  2.432  -3.501  0.194
H  2.550  -3.853  -0.675
H  1.632  -2.838  0.160
O  -2.511  -1.568  -2.761
H  -2.761  -1.218  -3.638
H  -3.408  -1.508  -2.336
O  5.448  1.333  2.808
H  6.004  2.173  2.710
H  5.348  1.144  3.745
O  2.116  2.927  -1.135
H  1.599  2.247  -1.563
H  1.559  3.063  -0.356

Its total energy is -3057.28906 a.u. The energy above the lowest of the compared OMol25 structures with the same formula, charge and spin is 293.8 kcal/mol. Its frontier orbital gap is 0.3404 Ha. Its HOMO energy is -9.513 eV.

***

7.
Entry from the Open Molecules 2025 dataset: C23H14CoF5N2O6S2 as an isolated structure (wB97M-V/def2-TZVPD).

Cartesian coordinates (Å):
Co  0.266  0.427  -0.152
O  1.833  1.246  -3.511
S  1.591  0.430  -2.366
O  0.211  -0.120  -2.212
O  1.852  1.114  -1.055
C  2.684  -0.971  -2.452
C  3.573  -0.965  -3.515
C  4.500  -1.986  -3.664
C  4.544  -3.009  -2.736
C  3.658  -3.018  -1.667
C  2.718  -2.011  -1.511
S  1.584  -2.264  -0.137
O  0.339  -2.706  -0.717
O  2.252  -3.155  0.766
O  1.432  -0.916  0.525
H  3.531  -0.147  -4.220
H  5.186  -1.970  -4.500
H  5.268  -3.807  -2.835
H  3.688  -3.810  -0.933
F  2.804  2.252  4.050
C  1.828  2.408  3.141
C  1.572  1.382  2.250
C  0.557  1.567  1.326
C  -0.173  2.757  1.286
C  0.147  3.757  2.196
F  -0.519  4.929  2.158
C  1.138  3.607  3.139
C  -1.161  2.831  0.214
C  -2.216  3.731  0.124
C  -3.104  3.622  -0.928
C  -2.920  2.623  -1.872
C  -1.857  1.756  -1.719
N  -0.997  1.851  -0.699
H  2.165  0.478  2.270
H  1.377  4.399  3.833
H  -2.330  4.494  0.877
H  -3.936  4.309  -1.010
H  -3.582  2.512  -2.718
H  -1.649  0.980  -2.439
F  -3.498  -4.053  3.248
C  -4.035  -3.280  2.296
F  -5.035  -2.582  2.865
F  -4.580  -4.081  1.374
C  -3.013  -2.345  1.699
C  -3.025  -2.057  0.349
C  -2.088  -1.166  -0.138
N  -1.196  -0.567  0.651
C  -1.169  -0.869  1.954
C  -2.067  -1.751  2.519
H  -3.723  -2.531  -0.324
H  -2.017  -0.952  -1.195
H  -0.397  -0.395  2.540
H  -2.013  -1.977  3.573

Its total energy is -4124.37604 a.u. The energy above the lowest of the compared OMol25 structures with the same formula, charge and spin is 4.6 kcal/mol. Its frontier orbital gap is 0.3175 Ha. Its HOMO energy is -9.200 eV.

***

8.
Entry from the Open Molecules 2025 dataset: C18H30BN8SV as an isolated structure in a non-equilibrium geometry (wB97M-V/def2-TZVPD).

Cartesian coordinates (Å):
V  -0.643  1.699  -1.192
C  -3.741  1.535  1.678
C  -3.143  1.063  0.522
N  -2.002  1.723  0.278
N  -1.856  2.626  1.284
C  -2.887  2.537  2.120
B  -0.713  3.678  1.200
N  0.640  2.937  1.140
C  1.773  3.172  1.811
C  2.805  2.489  1.196
C  2.194  1.853  0.118
N  0.888  2.124  0.080
N  -0.872  4.449  -0.144
C  -1.009  5.750  -0.402
C  -1.104  5.928  -1.772
C  -1.027  4.642  -2.288
N  -0.884  3.745  -1.305
H  -4.659  1.207  2.131
H  -3.462  0.277  -0.145
H  -2.950  3.184  2.980
H  -0.757  4.423  2.134
H  1.768  3.803  2.684
H  3.840  2.463  1.484
H  2.632  1.219  -0.637
H  -1.034  6.466  0.403
H  -1.223  6.851  -2.309
H  -1.075  4.321  -3.317
C  -2.398  -3.585  0.780
C  -1.247  -3.538  1.780
C  -1.089  -2.177  2.456
C  -0.797  -1.039  1.486
N  0.469  -1.269  0.793
C  0.702  -1.176  -0.512
S  -0.526  -0.679  -1.634
N  1.920  -1.507  -0.939
C  2.412  -1.547  -2.317
C  3.257  -2.793  -2.553
C  2.464  -4.093  -2.690
C  1.810  -4.598  -1.405
H  -2.563  -4.601  0.421
H  -2.205  -2.962  -0.097
H  -3.328  -3.243  1.238
H  -0.315  -3.811  1.277
H  -1.403  -4.290  2.555
H  -0.298  -2.224  3.212
H  -2.007  -1.919  2.990
H  -0.751  -0.080  2.008
H  -1.570  -0.964  0.727
H  1.250  -1.519  1.384
H  2.578  -1.820  -0.239
H  2.995  -0.643  -2.514
H  1.551  -1.536  -2.980
H  3.997  -2.890  -1.749
H  3.829  -2.624  -3.467
H  3.143  -4.861  -3.065
H  1.699  -3.960  -3.460
H  2.526  -4.621  -0.579
H  1.437  -5.614  -1.536
H  0.961  -3.983  -1.103

Its total energy is -2508.88794 a.u. Its expectation value of S² is 0.761. The energy above the lowest of the compared OMol25 structures with the same formula, charge and spin is 0.0 kcal/mol. As for the multiplicity: 2. Its frontier orbital gap (alpha / beta) is 0.2811 / 0.2614 Ha. Its HOMO energy (alpha / beta) is -10.250 / -9.717 eV. Its total charge is +1.